1.
11
Properties=species:S:1:pos:R:3:forces:R:3:nbo_charge:R:1 method="wB97M-V/def2-TZVPD" charge=0 homo_energy_ev=-10.18 gap_ev=9.83
O -0.874302 1.067749 1.426831 -0.259 -0.119 -0.453 -0.67
C -1.676021 -0.086712 -0.601187 -3.856 -4.303 -1.350 0.23
H -0.635859 -1.860092 0.525748 1.693 1.393 0.862 0.25
O 1.069304 1.635185 -0.982527 1.140 2.246 -0.732 -0.48
S 1.584435 -0.898738 -0.113887 0.930 0.152 0.018 0.25
C 0.875176 0.723300 -0.288010 -1.875 -2.142 -1.220 0.43
N -2.587394 -0.796060 -1.018650 5.548 4.865 2.265 -0.27
C -0.465033 0.261479 0.340733 -1.938 2.371 0.743 0.06
C 0.072097 -0.981506 0.856918 -0.563 -5.664 0.839 -0.54
H -1.342790 1.833058 1.086302 -0.063 0.328 -0.009 0.49
H 0.342120 -1.143577 1.935537 -0.756 0.874 -0.963 0.26

=====

2.
81
Properties=species:S:1:pos:R:3:forces:R:3:lowdin_charge:R:1 method="wB97M-V/def2-TZVPD" s_squared=6.016 charge=+1 homo_energy_ev="-10.43 / -10.50" gap_ev="4.75 / 4.82" spin_multiplicity=5
C -2.347358 -0.495562 -1.596638 -0.056 0.013 -0.208 -0.05
F 4.637540 -5.715629 -0.816057 -0.169 0.103 -0.039 0.16
N -1.373851 0.716256 -5.467203 -0.148 -0.200 0.118 0.14
H -3.354758 -0.912096 -1.558542 -0.015 0.115 -0.041 0.12
Fe 0.430279 0.597992 -0.431290 -0.583 0.187 -0.508 0.46
F 4.277697 -0.441377 -3.105057 0.182 -0.053 -0.178 -0.34
C -0.877569 0.708578 -3.129097 0.334 0.140 0.597 -0.28
C -2.159940 -0.379364 -5.280248 0.211 0.254 -0.257 -0.09
H -1.752684 -3.775896 0.391206 0.002 0.021 -0.013 0.02
N -1.797485 -0.057039 -0.511593 0.227 -0.177 0.413 0.01
Sb 3.311752 0.974370 -2.325405 -0.059 0.015 0.414 1.42
C 1.302495 -4.520556 -0.695895 -0.004 0.157 -0.100 0.03
H -3.042210 -2.826894 -3.313611 0.009 -0.006 0.019 0.12
H 0.350034 -4.736367 -0.230145 -0.021 0.041 -0.028 0.12
H -0.587809 -2.719687 -1.273082 0.124 0.042 0.025 0.08
H -3.648504 -2.432178 -4.915101 -0.025 -0.028 -0.012 0.12
C 3.768796 -3.883718 -1.952950 0.014 -0.102 0.081 0.06
C 3.294717 0.346688 1.574138 -0.034 -0.110 0.071 -0.26
H -1.658874 -4.621662 1.950751 -0.036 -0.010 -0.018 0.04
H -3.050542 2.224740 3.237533 -0.004 -0.014 -0.027 0.10
F 2.084396 0.722021 -3.699628 -0.342 -0.003 -0.264 -0.30
C 0.378798 -2.533871 -1.733504 -0.147 0.155 -0.226 0.23
H 0.641151 2.780373 -3.846087 0.025 -0.003 0.039 0.06
H -2.579210 -0.819072 -6.179074 0.014 0.045 -0.004 0.12
H 0.218084 -4.883895 3.033555 0.012 0.028 -0.031 0.10
C -2.632979 0.063839 0.633060 -0.075 0.007 -0.055 -0.37
F 3.896291 2.552246 -3.094477 0.267 0.073 -0.257 -0.31
P -0.922745 -2.263650 2.156273 0.061 0.054 -0.079 0.92
H 4.403325 -4.339058 2.380518 -0.017 0.016 -0.001 0.12
H 3.233449 1.426621 1.439722 -0.014 0.010 -0.018 0.06
H 4.734343 -3.698811 -2.404001 -0.007 -0.032 0.037 0.15
H 1.280343 1.325141 3.283160 0.005 0.026 -0.003 0.04
F 4.662782 1.007186 -1.035004 0.143 0.012 0.234 -0.33
H 3.770724 0.130797 2.531153 0.030 0.025 0.008 0.06
H -1.471285 -3.413744 4.258051 0.003 0.049 0.028 0.05
H -0.825012 -1.786654 4.549606 -0.021 -0.006 -0.042 0.04
C 1.043573 0.265248 3.199919 -0.109 -0.038 -0.039 -0.28
C -1.819411 -0.307914 -2.925819 -0.244 -0.220 0.088 -0.10
C -2.436320 1.143320 1.488391 0.113 0.045 -0.001 -0.60
H -0.030404 0.140030 3.337277 0.042 0.007 -0.035 0.00
H 2.510184 -5.759952 3.129490 -0.007 0.029 -0.007 0.12
C -4.472358 -0.608450 2.057632 0.024 -0.008 -0.032 -0.07
H -3.851087 -1.672152 0.308706 -0.014 0.058 0.025 0.11
F 2.305275 -0.407076 -1.355715 -0.026 -0.424 0.103 -0.41
C 2.688434 -3.091865 -2.196785 -0.204 -0.094 0.112 0.05
O -4.662030 -1.633917 -3.275307 0.071 -0.056 -0.066 -0.06
H -5.271897 -1.306411 2.273160 0.013 0.019 -0.011 0.12
C 1.038243 -4.254158 2.704789 0.046 -0.014 0.027 -0.10
H -2.950846 -3.458859 1.638788 0.039 -0.014 0.005 0.04
C 2.330795 -4.756514 2.761956 -0.046 0.071 0.023 -0.08
H 1.581649 -0.284757 3.972329 -0.004 0.030 0.038 0.06
C 1.427772 -3.368830 -1.551299 0.164 -0.126 -0.014 -0.23
H 0.472463 -1.656866 -2.367848 -0.059 -0.048 0.025 0.09
C 3.388944 -3.959478 2.349655 -0.040 0.027 0.023 -0.07
C -3.447626 -2.017917 -3.925186 -0.072 -0.007 0.062 -0.20
C 0.780342 -2.956053 2.263504 0.054 -0.022 -0.024 -0.40
C -0.031434 2.560235 -4.666935 -0.056 -0.079 0.019 -0.01
C 1.861112 -2.129470 1.900259 -0.015 0.011 -0.062 -0.36
H -4.888336 0.650230 3.754012 0.027 -0.017 -0.025 0.11
H 2.329611 -6.192278 0.168350 0.054 0.045 -0.033 0.14
O -0.160128 1.176082 -2.148377 -0.049 0.094 -0.663 -0.21
H 0.528939 2.508013 -5.597739 -0.010 -0.026 -0.002 0.09
C 3.591561 -4.964139 -1.080226 0.051 -0.116 0.025 -0.20
H 4.000443 -2.049817 1.635336 -0.002 0.028 0.021 0.10
H -0.746775 3.381680 -4.754659 -0.012 -0.031 -0.011 0.09
C 2.373739 -5.318919 -0.467458 0.239 -0.041 -0.086 0.03
C -3.672146 -0.811803 0.944252 -0.039 -0.081 -0.042 -0.07
H 2.771876 -2.252881 -2.871516 -0.017 0.093 0.009 0.11
C -4.257805 0.481966 2.890525 0.022 0.022 -0.010 -0.07
I -0.917520 2.508633 1.051653 -0.065 0.394 0.146 1.20
P 1.602476 -0.325676 1.559051 0.278 -0.314 0.489 0.85
F 2.214622 1.992810 -1.101767 -0.167 0.080 0.008 -0.37
C -2.461939 -0.890715 -4.057215 -0.029 0.029 0.261 -0.17
H -5.172478 -1.089315 -3.883937 0.018 0.044 0.030 0.10
C 3.154661 -2.656327 1.927806 -0.021 -0.027 -0.020 -0.08
H -2.486476 -1.981056 3.971695 0.021 -0.016 0.011 0.03
C -1.472629 -2.380180 3.903408 -0.005 -0.092 0.039 -0.25
C -3.229606 1.367355 2.601924 -0.047 -0.107 0.051 -0.14
C -0.781493 1.277986 -4.445238 0.105 0.069 -0.221 -0.25
H 3.897507 -0.045898 0.761063 -0.012 0.023 -0.012 0.02
C -1.894558 -3.672015 1.467966 0.104 -0.044 0.098 -0.27

=====

3.
39
Properties=species:S:1:pos:R:3:forces:R:3:nbo_charge:R:1 method="wB97M-V/def2-TZVPD" charge=+1 homo_energy_ev="-10.11 / -10.10" gap_ev="5.38 / 5.38"
H 2.689057 3.222622 4.221958 -0.100 0.265 0.177 0.22
H 0.815508 1.833698 4.658447 -0.068 -0.055 0.124 0.20
C 2.495240 2.453405 3.484185 0.514 0.051 0.040 -0.63
C 1.557797 -0.124875 -5.467901 5.117 -1.223 -1.663 0.43
H 2.678054 2.888566 2.514995 0.024 0.047 -0.374 0.23
H 0.995192 -1.301235 3.003943 0.028 0.096 -0.023 0.21
H -0.190690 -1.848312 4.939225 -0.210 0.270 -0.027 0.23
N -0.524195 -0.852819 -1.569144 0.193 -0.191 -0.014 -0.54
O -3.733147 -0.432651 -3.296565 0.507 -0.480 -1.077 -0.49
C -0.169787 -0.220316 0.746554 -0.134 0.242 -0.884 -0.15
C -0.042797 -0.000897 -0.648945 -0.219 -0.921 0.962 0.07
H -1.877112 -3.155582 0.494246 -0.039 0.483 0.017 0.24
O 0.753310 1.953509 0.951108 -0.335 -0.743 0.558 -0.63
C 0.862892 -0.464269 3.689940 0.213 0.346 -0.500 -0.21
C -1.388250 -2.217407 0.221561 -0.148 -0.468 -1.483 -0.24
H -0.117127 -0.228531 5.648762 0.145 -0.149 -0.342 0.22
O -1.105508 3.490843 -4.230246 1.529 -4.213 -0.174 -0.37
H -2.098701 -0.574340 -4.761696 -2.063 -1.162 -0.797 -0.14
C -1.193789 -1.955158 -1.153698 0.517 0.758 1.351 0.05
O 0.029548 -0.324170 -7.801470 -4.824 -0.189 3.519 -0.49
H 0.464759 2.834703 3.253328 -0.197 -0.391 0.078 0.22
C -0.921917 -1.333810 1.169807 0.530 0.616 1.195 -0.13
Cd -0.328910 0.067363 -4.072955 -1.078 -0.081 1.965 1.45
N 0.676352 0.777724 2.905395 -0.066 -0.068 -0.793 -0.42
O 2.583035 -0.409734 -5.924582 -4.585 1.305 1.873 -0.35
H -1.149115 -1.521417 2.253498 0.387 0.248 -1.246 0.24
C -2.633226 -0.209724 -3.665606 1.807 1.539 0.896 0.02
C 1.066102 1.990491 3.612877 -0.347 0.707 0.094 -0.22
H 1.813472 -0.327739 4.217636 -0.040 -0.199 -0.132 0.21
O -1.012124 -3.358369 -4.832933 1.680 3.058 0.819 -0.40
C -0.701967 2.410485 -4.302095 -1.537 4.360 0.018 0.40
C -0.231156 -0.777430 4.700974 -0.092 0.235 0.415 -0.64
C -0.527160 -2.342970 -4.593074 -1.853 -3.286 -0.861 0.40
C -0.913882 -0.348127 -7.089053 4.695 0.248 -4.148 0.51
H -1.214035 -0.486000 4.327580 -0.044 -0.301 -0.121 0.21
H 3.254864 1.705662 3.662331 0.066 -0.534 0.032 0.20
C 0.476404 0.910268 1.548206 0.019 0.058 0.821 0.66
H 0.475764 0.920529 -0.934797 -0.196 -0.481 -0.179 0.23
H -1.612751 -2.643981 -1.881785 0.203 0.202 -0.119 0.20

=====

Computed values of molar mass (unit: g mol⁻¹) for the preceding records, in sequence: 129.14; 966.07; 431.70.
Computed values of relative energy (zero: lowest compared OMol25 entry of this formula, charge and spin) (unit: kJ/mol) for the preceding records, in sequence: 258.0; 116.2; 150.7.
Computed values of max |F| (unit: eV/Å) for the preceding records, in sequence: 7.7; 0.8; 6.3.